Computed, not measured: a molecular structure, C5H8BrCl at a distorted geometry, with ωB97M-V/def2-TZVPD.

```
! RIJCOSX wB97M-V def2-TZVPD def2/J DEFGRID3
* xyz 0 1
C 0.663 0.008 1.460
C 0.002 0.001 0.285
C 3.544 0.617 0.680
C -1.294 0.802 0.216
C 0.246 -0.978 -0.847
Cl 3.884 2.086 0.127
Br 3.714 -0.751 -0.584
H 0.486 0.791 2.224
H 1.664 -0.502 1.595
H -1.140 1.726 -0.455
H -1.614 1.226 1.197
H -2.228 0.294 -0.179
H -0.584 -1.257 -1.505
H 0.659 -1.812 -0.222
H 1.097 -0.702 -1.518
*
```

Summary:
lowest unoccupied orbital energy = -0.033 Eh
HOMO level = -8.83 eV
energy relative to the best compared isomer or geometry (same formula, charge and spin) = 310.3 kJ/mol
orbital gap = 7.930 eV

Mulliken population analysis, charges in e, atoms 1 to 8: C -1.080; C 1.197; C -0.008; C -1.240; C -1.087; Cl 0.001; Br -0.036; H 0.238

Computed, not measured: 2 unconnected molecules or ions with the total composition C3H11N3O at a distorted geometry, with ωB97M-V/def2-TZVPD.

```
! RIJCOSX wB97M-V def2-TZVPD def2/J DEFGRID3
* xyz 0 1
C -2.674 -0.446 1.392
C -1.148 -0.497 1.055
N -0.877 0.322 -0.012
C 0.181 0.088 -0.862
N 0.575 -1.288 -1.061
N 0.540 1.136 -1.462
H -3.300 -0.763 0.549
H -2.954 -0.975 2.377
H -2.785 0.709 1.399
H -0.938 -1.608 0.990
H -0.528 -0.081 1.897
H -1.544 0.876 -0.458
H 1.608 -1.209 -1.119
H 0.309 -2.084 -0.502
H 0.161 1.808 -0.848
H 3.616 1.309 0.673
H 2.929 0.803 -0.500
O 2.950 0.644 0.472
*
```

Summary:
lowest unoccupied orbital energy = 0.032 Eh
HOMO level = -8.81 eV
energy relative to the best compared isomer or geometry (same formula, charge and spin) = 214.7 kJ/mol
orbital gap = 9.681 eV

Mulliken population analysis, charges in e, atoms 1 to 8: C -1.172; C -0.222; N -0.222; C 0.517; N -0.496; N -0.847; H 0.321; H 0.313

Computed, not measured: a single C3HN3O2 molecule at a distorted geometry, with ωB97M-V/def2-TZVPD.

```
! RIJCOSX wB97M-V def2-TZVPD def2/J DEFGRID3
* xyz 0 1
C -1.156 0.761 0.166
C 0.188 -0.878 -0.128
C 0.176 0.545 -0.276
H -1.696 1.777 0.368
N -0.955 -1.379 -0.169
N 1.574 -1.258 0.125
N 2.228 -0.158 0.087
O -1.787 -0.275 0.003
O 1.429 0.865 -0.176
*
```

Summary:
lowest unoccupied orbital energy = -0.015 Eh
HOMO level = -9.93 eV
energy relative to the best compared isomer or geometry (same formula, charge and spin) = 518.0 kJ/mol
orbital gap = 9.508 eV

Mulliken population analysis, charges in e, atoms 1 to 8: C -0.275; C 0.379; C 0.545; H 0.324; N -0.462; N -0.323; N -0.025; O -0.027

Computed, not measured: a single C4H8O2 molecule at a distorted geometry, with ωB97M-V/def2-TZVPD.

```
! RIJCOSX wB97M-V def2-TZVPD def2/J DEFGRID3
* xyz 0 1
C 1.983 0.078 -0.277
O 0.835 -0.759 -0.234
C -0.428 -0.139 -0.268
C -1.541 -1.054 0.180
C -0.443 1.161 0.523
O -1.266 2.021 0.319
H 2.785 -0.501 -0.739
H 1.805 0.979 -0.877
H 2.332 0.390 0.721
H -0.925 0.188 -1.219
H -1.837 -1.798 -0.559
H -1.335 -1.589 1.126
H -2.322 -0.280 0.029
H 0.357 1.301 1.275
*
```

Summary:
lowest unoccupied orbital energy = 0.031 Eh
HOMO level = -9.72 eV
energy relative to the best compared isomer or geometry (same formula, charge and spin) = 226.7 kJ/mol
orbital gap = 10.551 eV

Mulliken population analysis, charges in e, atoms 1 to 8: C -0.799; O -0.373; C 0.501; C -1.257; C 0.007; O -0.475; H 0.258; H 0.361

Please write out number 1 again, unchanged.
Computed, not measured: a molecular structure, C5H8BrCl at a distorted geometry, with ωB97M-V/def2-TZVPD.

```
! RIJCOSX wB97M-V def2-TZVPD def2/J DEFGRID3
* xyz 0 1
C 0.663 0.008 1.460
C 0.002 0.001 0.285
C 3.544 0.617 0.680
C -1.294 0.802 0.216
C 0.246 -0.978 -0.847
Cl 3.884 2.086 0.127
Br 3.714 -0.751 -0.584
H 0.486 0.791 2.224
H 1.664 -0.502 1.595
H -1.140 1.726 -0.455
H -1.614 1.226 1.197
H -2.228 0.294 -0.179
H -0.584 -1.257 -1.505
H 0.659 -1.812 -0.222
H 1.097 -0.702 -1.518
*
```

Summary:
lowest unoccupied orbital energy = -0.033 Eh
HOMO level = -8.83 eV
energy relative to the best compared isomer or geometry (same formula, charge and spin) = 310.3 kJ/mol
orbital gap = 7.930 eV

Mulliken population analysis, charges in e, atoms 1 to 8: C -1.080; C 1.197; C -0.008; C -1.240; C -1.087; Cl 0.001; Br -0.036; H 0.238

Q: Number 1 is which compound?
A: C5H8BrCl

Q: Look up the lowest unoccupied orbital energy of the second one.
A: 0.032 Eh

Q: Look up the energy relative to the best compared isomer or geometry (same formula, charge and spin) of the third one.
A: 518.0 kJ/mol